[1]
Density functional theory data (wB97M-V/def2-TZVPD) for an isolated ion of composition C4H13N3O and charge +2.

Cartesian coordinates (Å):
C 1.63780 -0.44594 -0.64698
C 0.27288 0.12135 -0.50251
C -0.72095 -0.56993 -1.58951
N 0.10418 1.58024 -1.01555
C -0.17509 0.03859 0.95908
N 0.53683 0.62888 1.89387
N -1.25670 -0.66454 1.21828
O -1.70545 -0.78301 2.45459
H 2.05418 -0.36648 -1.60177
H 1.63461 -1.45166 -0.55932
H 2.20436 -0.12307 0.14859
H -0.29079 -0.35344 -2.46000
H -1.86422 -0.31472 -1.41199
H -0.54843 -1.65952 -1.40243
H 0.61492 1.75462 -1.92795
H 0.35531 2.24496 -0.22995
H -0.78346 1.79132 -1.34189
H 1.45905 1.02689 1.71418
H 0.27185 0.38973 2.83698
H -1.70452 -1.29556 0.58254
H -2.09637 -1.54870 2.88174

Forces on atoms 1 to 3 (eV/Å):
C -1.0080 1.9656 -0.2171
C -3.3639 -0.3954 -2.5533
C -1.9534 -1.9028 6.4587

**Energy above the lowest of the compared OMol25 structures with the same formula, charge and spin**: 64.83 kcal/mol
**SMILES**: CC(C)([NH3+])/C(N)=[NH+]/O
**Gap between HOMO and LUMO**: 0.4029 Ha
**Total charge**: +2
**LUMO energy**: -7.9 eV
**Total energy**: -398.97994 Eh
**2S+1**: 1

[2]
Density functional theory data (wB97M-V/def2-TZVPD) for one molecule with the formula C4H13N3OS.

Cartesian coordinates (Å):
C -0.18890 -2.27601 -0.26734
O -0.47407 -1.20803 -1.17620
C -1.80469 -0.86376 -0.87418
C -1.76390 -0.00335 0.41974
N -0.91440 1.12829 0.41920
S 0.66555 0.99845 0.43351
C 1.50317 1.06141 -1.19530
N 1.01880 -0.19888 1.65431
N 1.22030 2.55198 0.87513
H 0.58454 -2.77783 -0.66987
H -0.99210 -3.03093 0.00102
H 0.26250 -1.94600 0.58550
H -2.19013 -0.30555 -1.63745
H -2.46062 -1.67168 -0.70538
H -1.42356 -0.57774 1.19244
H -2.64970 0.41682 0.65455
H 1.43422 0.22365 -1.82429
H 1.08276 1.83403 -1.78021
H 2.58599 1.04616 -1.13423
H 1.87112 -0.00329 2.13606
H 2.06232 2.54549 1.43901
H 0.57081 3.05675 1.45398

Forces on atoms 1 to 3 (eV/Å):
C -1.7464 -0.7620 -0.6022
O -1.2321 -1.6169 0.6492
C 1.1988 1.9424 2.2580

**Energy above the lowest of the compared OMol25 structures with the same formula, charge and spin**: 81.48 kcal/mol
**SMILES**: COCCN=[S@](C)(=N)N
**Gap between HOMO and LUMO**: 0.3180 Ha
**Total charge**: 0
**LUMO energy**: 0.5 eV
**Total energy**: -797.67359 Eh
**2S+1**: 1

[3]
Density functional theory data (wB97M-V/def2-TZVPD) for a 2-piece molecular cluster, C4H13N4 overall.

Cartesian coordinates (Å):
C 0.57315 1.79843 -1.76482
N 0.00612 1.54020 -0.43407
C -1.24717 1.75190 -0.15302
N -1.89003 1.35081 0.92052
H 0.61995 0.87385 -2.33855
H 1.57209 2.21498 -1.69062
H -0.09775 2.49680 -2.26070
H 0.47335 0.79234 0.08005
H -1.82979 2.35433 -0.84231
H -1.56811 0.56249 1.49154
H -2.85425 1.60362 0.98149
C 0.93378 -1.87431 -0.18165
C 0.32444 -1.37206 0.88362
N -1.04018 -1.50733 1.29074
N 2.32801 -1.63721 -0.36328
H 0.46548 -2.56100 -0.88484
H 0.91655 -0.73127 1.53482
H -1.66213 -1.74795 0.51974
H -1.11941 -2.25380 1.96955
H 2.57299 -1.54879 -1.34234
H 2.87642 -2.42705 -0.03919

Forces on atoms 1 to 3 (eV/Å):
C -0.3831 0.1458 0.0173
N 0.2244 -0.9630 -0.2683
C -0.3652 0.4767 0.0949

**Energy above the lowest of the compared OMol25 structures with the same formula, charge and spin**: 31.35 kcal/mol
**Gap between HOMO and LUMO**: 0.3522 Ha
**Total charge**: +1
**LUMO energy**: -3.1 eV
**Total energy**: -378.98580 Eh
**2S+1**: 1